No. 1
# C52H45BBr2CsN11OS

A molecular structure, C52H45BBr2CsN11OS (wB97M-V/def2-TZVPD, the OMol25 dataset).

Summary:
net charge = -2
calculated total energy = -8277.43241 hartree
Kohn-Sham gap = 0.2260 Ha
highest occupied orbital energy = -2.9937 eV

Structure (XYZ):
```
114
Properties=species:S:1:pos:R:3:forces:R:3
Cs 1.16037 -1.30348 0.61364 -0.29 0.33 0.27
C -5.16564 2.64304 0.46579 0.06 -0.09 -0.02
C -4.34471 1.56263 -0.16328 0.06 -0.09 0.06
C -4.45558 1.02258 -1.42389 -0.07 -0.03 -0.09
C -3.41821 0.06423 -1.49387 0.07 0.00 -0.10
N -2.72885 0.04310 -0.36316 -0.02 0.27 0.13
N -3.30773 0.94185 0.46091 0.03 0.06 0.16
B -3.01296 1.12234 1.99375 0.05 -0.18 -0.02
N -2.24235 -0.07033 2.61115 0.06 0.13 -0.21
N -2.28080 -1.27983 2.02591 -0.18 -0.04 -0.03
C -1.73987 -2.13640 2.87519 0.16 -0.02 0.20
C -1.34512 -1.47443 4.05879 0.05 -0.06 0.02
C -1.67979 -0.15590 3.85022 -0.02 0.00 -0.05
C -1.48227 0.99863 4.78212 0.03 -0.02 -0.06
C -1.55538 -3.54518 2.48054 0.05 0.06 0.00
C -1.08701 -4.49250 3.39027 0.01 -0.04 0.03
C -0.86811 -5.80426 2.98940 -0.02 0.03 -0.04
C -1.11188 -6.18958 1.67649 -0.02 0.05 0.05
C -1.58212 -5.25020 0.76507 0.01 0.01 0.05
C -1.80302 -3.94007 1.16259 -0.01 0.02 -0.02
N -2.26052 2.45501 2.30495 -0.03 -0.11 -0.31
N -0.99194 2.68887 1.89092 -0.20 0.19 0.25
C -0.66289 3.87927 2.38880 0.06 -0.05 -0.09
C -1.74007 4.43198 3.11303 0.17 0.16 0.11
C -2.73072 3.48498 3.04816 -0.15 -0.12 -0.08
C -4.07913 3.51810 3.69643 0.01 0.04 -0.01
C 0.67757 4.47443 2.21159 -0.10 -0.04 0.00
C 1.02812 5.60936 2.94581 0.01 0.07 0.00
C 2.27370 6.20356 2.80228 -0.05 -0.03 -0.01
C 3.19930 5.66830 1.91805 0.00 -0.01 0.00
C 2.86477 4.53243 1.19180 -0.11 0.02 0.08
C 1.62125 3.93347 1.33756 -0.03 -0.02 -0.07
C -3.06262 -0.84686 -2.60223 -0.08 -0.02 0.08
C -3.93476 -1.05632 -3.67105 0.04 0.04 -0.07
C -3.60276 -1.93316 -4.69921 0.02 0.02 0.07
C -2.39629 -2.62207 -4.66983 -0.07 0.06 0.03
C -1.52251 -2.42585 -3.60508 0.04 0.01 -0.05
C -1.85563 -1.54624 -2.58752 -0.06 -0.10 -0.07
H -5.93400 2.96750 -0.23697 0.01 0.01 0.00
H -4.54856 3.50707 0.73019 -0.03 -0.05 -0.02
H -5.65201 2.29363 1.38015 0.02 0.01 -0.08
H -5.18111 1.29747 -2.17682 0.05 -0.04 0.05
H -4.09478 1.22065 2.54068 0.10 0.00 -0.09
H -0.87419 -1.88041 4.94190 -0.03 0.01 -0.08
H -0.95618 0.64152 5.66683 -0.03 -0.01 0.02
H -2.43460 1.43102 5.10277 0.04 -0.01 -0.01
H -0.88698 1.79504 4.32783 -0.03 -0.08 0.04
H -0.88810 -4.20493 4.41781 -0.01 -0.01 -0.05
H -0.49340 -6.52454 3.70730 0.00 0.02 0.00
H -0.92673 -7.21073 1.36332 0.00 0.02 0.00
H -1.76406 -5.53607 -0.26449 0.00 0.02 0.01
H -2.16458 -3.19613 0.45962 0.03 -0.05 0.02
H -1.79460 5.38187 3.62338 0.01 -0.09 -0.01
H -4.10664 4.33893 4.41375 0.00 0.02 -0.01
H -4.29408 2.58828 4.22170 0.02 0.05 0.01
H -4.87952 3.67122 2.96931 0.05 -0.01 0.08
H 0.31525 6.02806 3.64733 0.05 -0.02 -0.04
H 2.52159 7.08350 3.38555 -0.01 -0.03 -0.01
H 4.17558 6.12499 1.80056 -0.04 -0.02 0.00
H 3.57912 4.10936 0.50465 0.13 -0.13 -0.12
H 1.37448 3.03911 0.77479 -0.01 0.05 0.04
H -4.88624 -0.53459 -3.69359 0.02 -0.03 0.00
H -4.29700 -2.08492 -5.51907 0.02 0.01 0.02
H -2.13942 -3.31106 -5.46604 0.01 0.02 0.02
H -0.57046 -2.94630 -3.56704 -0.05 0.04 0.04
H -1.18374 -1.40752 -1.75775 0.12 0.09 0.08
Br 8.65635 0.45672 1.97601 -0.01 0.02 -0.01
C 6.81696 0.42718 1.49606 0.13 0.03 -0.09
C 5.88688 -0.07223 2.37838 -0.05 0.06 -0.04
C 4.56271 -0.05781 1.95404 -0.12 0.00 0.13
N 4.17511 0.39244 0.76624 -0.18 -0.17 0.22
C 5.09142 0.83229 -0.08699 -0.01 -0.03 -0.18
C 6.44123 0.88304 0.24540 0.11 -0.03 0.02
C 4.59656 1.20113 -1.45657 -0.09 -0.03 0.09
C 5.42749 1.79952 -2.39880 0.08 0.09 -0.02
C 4.89608 2.06490 -3.64508 0.13 0.04 -0.03
Br 5.98921 2.89606 -4.96135 0.00 0.00 0.01
C 3.59487 1.73404 -3.94714 -0.05 -0.06 0.02
C 2.84711 1.14090 -2.93476 -0.02 -0.04 0.19
N 3.33036 0.89441 -1.72019 -0.14 0.02 -0.13
H 6.15811 -0.45743 3.35028 -0.01 0.00 -0.01
H 3.78596 -0.45247 2.60557 0.01 0.03 -0.01
H 7.19122 1.22758 -0.44954 0.01 0.01 0.00
H 6.44993 2.06475 -2.17687 0.00 0.00 -0.01
H 3.16935 1.92213 -4.92238 -0.01 -0.01 0.03
H 1.81168 0.86936 -3.10589 0.01 0.01 0.04
C -2.54973 2.68897 -3.57678 0.01 -0.12 -0.11
S -1.40994 2.57068 -2.19169 -0.04 -0.28 0.00
C -0.81600 4.26387 -2.36669 0.15 -0.03 -0.04
O -0.31372 1.67162 -2.66608 -0.09 0.36 0.09
H -3.31364 3.44040 -3.36711 0.03 -0.09 0.00
H -3.00317 1.70475 -3.68293 -0.01 0.07 -0.07
H -1.96771 2.93837 -4.46735 -0.06 0.01 0.03
H -1.66401 4.95203 -2.37391 0.07 -0.06 0.03
H -0.24638 4.32022 -3.29754 -0.05 0.05 0.05
H -0.17509 4.47396 -1.51638 0.11 0.06 0.08
N -0.04077 -3.53040 7.08125 0.26 -0.02 -0.18
C 0.84171 -3.36245 6.33507 -0.23 0.32 -0.18
N 1.88345 -3.22907 5.56047 0.40 -0.28 0.08
C 2.01874 -2.51442 4.48665 -0.36 0.14 0.09
N 2.24724 -1.89688 3.52046 0.07 -0.15 0.19
C 2.16374 -2.77706 -1.78214 0.03 -0.50 -0.68
C 2.01568 -3.63040 -2.66977 0.03 0.17 0.19
C 1.83197 -4.63590 -3.67232 -0.04 0.04 0.08
C 0.94755 -5.71109 -3.46867 0.03 -0.01 -0.08
C 0.76242 -6.68724 -4.43713 0.03 0.07 0.02
C 1.45003 -6.62719 -5.64494 0.01 0.04 0.06
C 2.32304 -5.56827 -5.86776 -0.02 0.03 0.07
C 2.51029 -4.58928 -4.90173 -0.02 -0.06 -0.04
H 0.40987 -5.75703 -2.53039 0.00 -0.01 0.01
H 0.07343 -7.50363 -4.24970 0.00 0.02 0.02
H 1.30661 -7.39145 -6.39927 -0.01 0.00 0.00
H 2.86081 -5.50377 -6.80751 0.01 0.01 0.01
H 3.18609 -3.76333 -5.08228 0.01 0.00 0.00
```
Forces are in eV/Å.


No. 2
# C52H45BIrN6O5

A molecular structure, C52H45BIrN6O5 at a distorted geometry (wB97M-V/def2-TZVPD, the OMol25 dataset).

Summary:
calculated total energy = -2841.99770 hartree
Kohn-Sham gap (spin up / spin down) = 0.1990 / 0.1745 Ha
<S²> = 8.963
spin multiplicity = 6
highest occupied orbital energy (spin up / spin down) = -5.7817 / -6.8556 eV

Structure (XYZ):
```
110
Properties=species:S:1:pos:R:3:forces:R:3
Ir -12.59383 10.35716 14.28173 1.28 -1.03 -0.27
C -19.99220 15.52535 10.55672 0.37 -1.19 0.33
O -18.54367 15.53003 10.62567 -0.96 0.39 -0.26
C -17.88924 14.63990 11.41751 -0.76 0.37 -0.41
C -18.18336 14.51554 12.80333 -0.89 0.16 -0.55
C -17.62771 13.55955 13.54617 1.08 -0.69 -0.64
C -16.78362 12.53492 12.83582 1.40 0.45 1.61
C -16.11965 13.14295 11.62730 -0.80 -1.39 1.45
C -16.78067 14.01441 10.85191 0.08 -0.41 -0.93
C -15.66292 11.82875 13.76551 0.71 1.37 -1.69
C -16.22650 11.21345 14.96262 -0.91 -1.16 2.08
C -17.30506 10.19680 14.91241 0.07 0.52 0.01
C -17.12922 9.53763 16.08733 -2.77 -2.35 -1.18
C -16.14385 10.08850 16.84513 2.32 2.18 -0.10
N -15.63310 11.19239 16.15902 0.38 -0.08 -0.56
C -15.44203 9.57757 18.03252 0.30 -0.11 0.93
C -14.32109 8.61712 17.80488 1.27 0.44 -2.13
C -14.50318 7.22551 17.45297 1.73 -0.20 0.56
C -13.21119 6.72078 17.20241 -1.75 0.69 -0.53
C -12.34564 7.84072 17.09754 0.15 1.81 0.93
C -10.96512 7.99927 16.72590 -1.12 1.88 0.21
C -9.96749 6.91257 16.80298 0.23 -0.16 0.82
C -8.74475 7.03027 17.51827 -1.14 1.82 0.29
C -7.74661 6.13370 17.33334 0.05 -0.89 -0.22
C -7.95604 5.04873 16.44037 0.03 1.82 1.29
O -6.85433 4.31974 16.22185 0.36 -1.32 -0.36
C -6.94149 3.02410 16.78350 0.18 -1.37 0.70
C -9.21665 4.80516 15.90796 2.28 -1.79 -0.83
C -10.19683 5.69116 16.17519 -2.44 1.05 -0.78
C -10.53264 9.34882 16.36791 0.40 -3.04 -0.24
N -11.31509 10.33901 15.81793 -2.04 1.29 -0.03
C -10.84742 11.55862 16.27668 1.52 0.00 -0.11
C -11.45520 12.80130 16.25981 -0.79 0.61 -0.29
C -10.92040 13.78682 17.24512 -0.76 0.17 -0.69
C -10.50860 13.22584 18.45708 1.19 1.05 1.19
C -9.86205 14.01041 19.43356 -1.23 1.08 -1.86
C -9.85630 15.42049 19.22150 -0.84 -1.48 -0.33
O -9.23464 16.19139 20.12685 -0.37 1.08 1.81
C -10.03152 16.47891 21.33588 -0.30 0.62 -1.28
C -10.51549 16.02080 18.12615 0.27 -1.35 -0.38
C -10.96485 15.19810 17.07620 0.62 -0.14 0.46
C -12.65678 13.10837 15.51443 -1.55 -0.58 -0.26
C -13.43683 14.28349 15.40316 0.23 0.86 -0.11
C -14.50144 14.09739 14.50229 0.43 -1.87 0.10
C -14.48934 12.70262 14.17376 0.99 1.23 1.23
N -13.36114 12.12008 14.79359 -0.02 1.32 -0.92
C -9.47635 11.28111 16.67654 0.59 0.93 0.67
C -9.27035 9.93693 16.63287 0.55 0.19 -0.15
N -13.05519 9.03548 17.55071 -1.13 -1.76 -0.35
C -15.69034 10.07095 19.35243 0.14 0.15 -1.28
C -16.51201 11.19057 19.54285 -1.35 0.94 -0.91
C -16.74910 11.72020 20.79812 0.07 0.02 0.55
C -16.04084 11.15480 21.86146 -0.28 -0.29 1.29
O -16.17622 11.57051 23.17366 -0.75 1.05 -0.43
C -17.09662 12.64971 23.44286 -0.20 0.13 -0.09
C -15.22191 10.01187 21.73095 -0.66 -0.08 -0.60
C -15.07857 9.47440 20.46159 1.07 -1.12 1.08
H -20.22292 16.16657 9.72057 -0.11 0.16 -0.20
H -20.48742 15.93770 11.46361 0.44 -0.42 -0.42
H -20.35317 14.47208 10.32163 0.32 1.25 0.45
H -18.97801 15.11298 13.20235 -0.04 0.63 0.28
H -17.73290 13.48664 14.59384 -0.45 -0.09 1.02
H -15.18245 12.70800 11.46930 1.29 -0.45 -1.12
H -16.53430 14.06294 9.78197 0.06 0.84 0.62
H -18.07991 10.04009 14.14491 0.78 -0.04 0.44
H -17.63255 8.62607 16.31271 -0.48 -0.40 0.40
H -15.46467 6.72991 17.41637 0.22 -0.20 0.17
H -12.98144 5.71703 16.92881 0.10 -0.47 -0.09
H -8.55213 7.86313 18.24793 -0.52 -0.78 -1.00
H -6.84315 6.31602 17.93051 -0.11 -0.66 -0.69
H -5.89142 2.73735 16.95423 -0.45 -0.19 -0.06
H -7.41636 2.26183 16.09569 0.35 0.90 0.65
H -7.47310 2.99776 17.79955 0.58 0.27 -1.45
H -9.34346 3.97564 15.16386 -0.03 0.69 1.08
H -11.19514 5.43577 15.76823 0.65 0.66 0.12
H -10.58478 12.16563 18.66145 -0.23 0.11 -0.23
H -9.45536 13.54643 20.31679 0.14 0.20 0.18
H -9.94632 17.58005 21.47258 -0.21 -0.82 0.14
H -9.62203 15.94732 22.17667 0.29 -0.18 0.33
H -11.10619 16.16990 21.21344 1.04 0.37 -0.10
H -10.65339 17.09343 18.04496 0.43 -0.05 0.15
H -11.24642 15.69036 16.12392 -0.02 -0.69 0.78
H -13.32144 15.24283 15.92033 0.33 -0.64 -0.27
H -15.16426 14.88236 14.12704 0.04 -0.60 0.38
H -8.69701 11.99016 17.03968 -0.97 -0.45 -0.67
H -8.29523 9.48327 16.73843 -0.34 -0.25 0.39
H -17.03772 11.67000 18.66414 0.75 -0.74 1.00
H -17.49966 12.51187 21.00265 0.81 -0.60 -0.49
H -16.79213 13.09931 24.38885 -0.19 -0.52 0.18
H -18.16853 12.32473 23.45676 0.92 -0.04 0.15
H -17.05515 13.50985 22.75561 0.35 -0.54 -0.25
H -14.87383 9.48930 22.63608 0.03 0.54 -0.58
H -14.47235 8.52955 20.33820 -0.75 1.23 0.02
N -11.45208 7.20225 11.86336 0.44 1.53 0.28
C -11.45065 8.39423 12.49871 -1.24 -0.91 1.85
O -11.94279 8.42444 13.67218 0.67 0.19 -1.53
C -10.89993 9.63608 11.85826 -0.12 -0.31 -0.02
C -11.40985 10.90325 12.55717 -1.82 -0.20 1.65
H -11.83223 6.41508 12.35994 0.06 -0.13 -0.12
H -10.98322 7.13010 10.97956 -0.11 -0.37 -0.07
H -11.11705 9.53610 10.78363 -0.02 0.57 0.27
H -9.82135 9.53788 11.96558 0.26 0.11 -0.02
H -12.15412 11.50698 12.00626 0.82 -0.31 0.04
H -10.73488 11.51424 13.15671 0.56 -0.04 -0.78
B -15.40120 9.30251 12.33802 0.68 -0.64 -1.46
C -15.15364 10.63163 12.98547 -0.40 1.25 0.04
N -14.01174 10.08040 12.96171 -0.83 0.13 0.39
H -17.47325 11.71438 12.57930 0.20 -0.07 -0.38
H -15.95564 8.50557 12.98138 -0.27 -0.78 0.39
H -15.19572 9.11605 11.15343 -0.39 0.14 0.29
```
Forces are in eV/Å.